The following is a DFT calculation (ωB97M-V/def2-TZVPD) of 3 unconnected molecules or ions with the total composition C2H8N2O2.

```
! wB97M-V def2-TZVPD RIJCOSX def2/J DEFGRID3
* xyz 0 1
C -0.7570 -0.4622 -0.6146
C 1.3631 -0.0084 0.5043
N 0.5053 -0.7431 -0.2915
N -1.2505 0.8230 -0.8344
O -1.3879 -1.4672 -1.3122
O 1.3146 1.3886 0.2489
H -2.3237 -1.2423 -1.3719
H 1.3780 1.8353 1.0995
H 0.7254 -1.7301 -0.3403
H -0.3324 -0.2948 2.4688
H -1.3765 1.0616 -1.8147
H -0.6502 1.5107 -0.3895
H 2.3670 -0.4291 0.5332
H 0.4249 -0.2420 2.1146
*
```

Properties
HOMO-LUMO gap (spin up / spin down): 0.2455 / 0.2506 Eh
E_LUMO (spin up / spin down): 0.662 / 0.650 eV
ΔE to the lowest compared entry with this formula, charge and spin: 111.5 kcal per mole
Highest occupied orbital energy (spin up / spin down): -0.22112 / -0.22668 Ha

=====

The following is a DFT calculation (ωB97M-V/def2-TZVPD) of 2 unconnected molecules or ions with the total composition C2H8N2O2.

```
! wB97M-V def2-TZVPD RIJCOSX def2/J DEFGRID3
* xyz 0 1
C -1.4861 -1.5245 0.0151
N -0.5055 -0.4656 -0.1254
C 0.8178 -0.8485 -0.1751
N 1.6865 0.1844 -0.4295
O 1.1728 -2.0100 -0.0769
H -1.3069 -2.2829 -0.7467
H -2.4853 -1.1101 -0.0802
H -1.3789 -2.0607 0.9641
H -0.7045 0.4374 0.2765
H 1.3326 1.0225 -0.8514
H 2.6751 -0.0069 -0.4515
O -0.0515 2.5598 0.6040
H 0.8734 2.8205 0.6893
H -0.6397 3.2846 0.3876
*
```

Properties
SMILES: CNC(N)=O.O
HOMO-LUMO gap: 0.3551 Eh
E_LUMO: 0.444 eV
ΔE to the lowest compared entry with this formula, charge and spin: 3.8 kcal per mole
Highest occupied orbital energy: -0.33875 Ha